1.
{"formula": "C4H11N3", "method": "ωB97M-V with the def2-TZVPD basis set", "elements": ["N", "C", "N", "C", "C", "C", "N", "H", "H", "H", "H", "H", "H", "H", "H", "H", "H", "H"], "xyz": [[-2.194390, 0.659242, 1.694191], [-0.886722, 0.377265, 2.143555], [0.023978, -0.305212, 1.451594], [-0.295471, -1.013986, 0.181927], [-0.092698, -0.126489, -1.060288], [1.211738, 0.700045, -0.989134], [2.376001, -0.110251, -1.251129], [-2.893787, 0.393125, 2.347512], [-2.319417, 0.092344, 0.810772], [-0.699210, 0.785091, 3.137735], [-1.334934, -1.352461, 0.163713], [0.350226, -1.872731, 0.018449], [0.000882, -0.827995, -1.884061], [-0.965910, 0.526076, -1.286485], [1.285312, 1.542914, -1.717189], [1.376921, 1.254144, -0.070778], [2.111027, -1.002798, -1.643408], [2.946454, 0.281675, -2.046974]], "forces_ev_per_a": [[1.1738, -1.3515, -2.0951], [1.3254, -2.1268, -2.6753], [-1.8716, 1.1926, 1.9816], [-0.4401, 1.6964, 0.4504], [0.1476, 1.0036, 0.2292], [0.0127, 1.3492, -1.1587], [1.9049, -0.4681, -1.4924], [-0.6795, 0.0368, 0.7067], [-0.2662, 1.0983, 1.3069], [0.5514, -0.1332, -0.2706], [-0.0585, -0.3769, 0.0390], [0.1392, -0.0863, 0.7418], [-0.0724, 0.0958, -0.4563], [0.5178, -0.3255, 0.3883], [-0.9745, -0.5466, 0.0418], [-0.4849, -0.4538, 0.6207], [-0.1474, -0.3034, 0.2387], [-0.7777, -0.3009, 1.4033]], "max_force_ev_per_a": 3.67, "energy_ha": -323.2275, "smiles": "N/C=N\\CCCN", "total_charge": 0, "relative_energy_kcal_mol": 49.6, "e_homo_ev": -8.843, "orbital_gap_ev": 9.81}

2.
{"formula": "C4H11N3", "method": "ωB97M-V with the def2-TZVPD basis set", "elements": ["C", "C", "N", "H", "H", "H", "H", "H", "N", "N", "C", "C", "H", "H", "H", "H", "H", "H"], "xyz": [[1.851412, -0.675611, -1.302125], [1.592752, -0.573881, -0.000095], [2.026092, 0.453479, 0.809555], [2.534782, -0.004781, -1.794505], [1.438432, -1.472041, -1.890475], [0.933692, -1.273221, 0.494665], [2.780702, 1.013179, 0.438985], [2.096592, 0.262619, 1.795365], [0.241342, 0.813129, -2.519745], [-0.515748, 1.399759, -1.972645], [-1.535208, 0.598589, 1.084465], [-2.206288, -0.582301, 0.403185], [-0.755938, 1.008409, 0.451695], [-1.088808, 0.293939, 2.028645], [-2.258808, 1.381739, 1.286495], [-2.992288, -1.003851, 1.035765], [-2.655678, -0.268371, -0.535385], [-1.487028, -1.370781, 0.186155]], "forces_ev_per_a": [[0.5178, -0.6071, 0.6815], [0.0580, -0.1965, -0.3738], [0.1565, 0.3988, 0.2118], [0.0851, 0.1778, -0.0835], [-0.1285, -0.1621, -0.0710], [-0.0744, -0.0901, 0.0098], [-0.0448, -0.0775, 0.1596], [0.0439, 0.0320, -0.0872], [-1.8130, 1.4613, 0.4559], [1.2582, -0.9120, -1.0069], [-0.0415, -0.1991, -0.0429], [-0.0949, 0.0020, 0.1486], [0.1193, 0.1056, 0.0892], [0.0830, 0.0583, 0.1154], [-0.0705, 0.1717, 0.0780], [0.0414, -0.0174, -0.1102], [-0.0890, -0.0653, -0.1281], [-0.0068, -0.0803, -0.0462]], "max_force_ev_per_a": 2.37, "energy_ha": -323.2714, "smiles": "C=CN.N#N.CC", "total_charge": 0, "relative_energy_kcal_mol": 22.0, "e_homo_ev": -8.162, "orbital_gap_ev": 9.30}

3.
{"formula": "C4H11N3O", "method": "ωB97M-V with the def2-TZVPD basis set", "elements": ["C", "C", "N", "C", "O", "C", "N", "N", "H", "H", "H", "H", "H", "H", "H", "H", "H", "H", "H"], "xyz": [[1.683647, -0.444615, -1.222348], [0.352429, -0.195027, -0.590680], [-0.589471, -1.270351, -0.679510], [-1.863405, -0.783705, -0.723749], [-1.882548, 0.396026, 0.534029], [0.206335, 0.567379, 0.621387], [0.321830, -0.065660, 1.879204], [0.630902, 1.892288, 0.613053], [2.521787, 0.081466, -0.762384], [1.691034, -0.149444, -2.276201], [1.930971, -1.519023, -1.188598], [-0.456646, -2.047865, -0.025967], [-2.032344, -0.146512, -1.589352], [-2.649292, -1.479451, -0.448138], [-1.918129, 1.268020, 0.115377], [-0.011061, 0.504050, 2.646531], [-0.184433, -0.940245, 1.909479], [1.105959, 2.142596, -0.244572], [1.142432, 2.190072, 1.432438]], "forces_ev_per_a": [[0.1309, 0.2534, -0.7269], [-0.5623, 0.7546, 1.0424], [0.5295, -0.6756, 0.2863], [0.1614, 2.0116, 1.5211], [-1.2379, -1.1069, -1.1869], [2.7487, -1.1891, -0.9114], [-0.8109, 0.8018, -0.1858], [-0.0014, -0.7082, 0.2773], [-0.0990, 0.1158, 0.2494], [0.1963, -0.2014, -0.1240], [-0.0632, 0.1937, 0.0591], [-0.1772, 0.0446, -0.2000], [-0.1748, -0.1719, 0.0975], [-0.0414, 0.1513, -0.0265], [-0.2447, -0.2900, -0.1468], [-0.1576, 0.0218, 0.1369], [0.1003, 0.0248, -0.1054], [-0.2957, 0.0010, -0.1320], [-0.0010, -0.0312, 0.0756]], "max_force_ev_per_a": 3.13, "energy_ha": -398.4026, "smiles": "CC(NCO)=C(N)N", "total_charge": 0, "relative_energy_kcal_mol": 95.1, "e_homo_ev": -6.298, "orbital_gap_ev": 7.25}

4.
{"formula": "C4H11N3O", "method": "ωB97M-V with the def2-TZVPD basis set", "elements": ["C", "N", "C", "O", "C", "N", "C", "N", "H", "H", "H", "H", "H", "H", "H", "H", "H", "H", "H"], "xyz": [[1.182032, 2.471425, -0.229752], [0.097228, 1.908305, 0.562706], [0.034153, 0.473772, 0.887570], [-0.948398, 0.263526, 1.644743], [0.936766, -0.551134, 0.402065], [0.343163, -1.820470, -0.022333], [-0.834201, -1.971602, -0.973655], [-2.015334, -1.454897, -0.347756], [0.870194, 2.988168, -1.145322], [2.028425, 1.906081, -0.534471], [1.828466, 2.957073, 0.488293], [-0.738486, 2.320657, 0.816024], [1.498947, -0.826333, 1.338744], [1.631835, -0.091472, -0.387200], [0.165715, -2.409400, 0.682398], [-0.550326, -1.409019, -1.934725], [-1.002308, -3.014174, -1.206878], [-2.245180, -1.307371, 0.626096], [-2.282690, -0.433134, -0.666547]], "forces_ev_per_a": [[-0.3320, 1.1699, 0.8338], [3.7112, -5.8578, -1.4871], [-5.2235, 4.8361, 2.1668], [2.2443, -0.6487, -1.2226], [1.7276, -1.1693, -0.7723], [0.5938, 1.5478, -4.3134], [1.7546, 2.4619, 1.3605], [-3.3209, 4.0394, -2.4672], [0.0440, 0.4661, 0.6507], [-0.2285, -2.2805, -0.6299], [-0.2900, 1.9932, -0.0327], [-1.5128, 1.4500, 0.4419], [0.0734, 0.3616, -1.0735], [-0.8385, -1.0238, 1.1088], [-0.4618, -2.2789, 3.4534], [-0.8137, -0.7835, 1.3553], [0.5583, -0.3344, 0.0687], [1.3895, -1.1330, 0.3236], [0.9250, -2.8160, 0.2351]], "max_force_ev_per_a": 7.44, "energy_ha": -398.4288, "smiles": "CNC(=O)CNCN", "total_charge": 0, "relative_energy_kcal_mol": 78.7, "e_homo_ev": -8.294, "orbital_gap_ev": 9.08}

5.
{"formula": "C4H11N3O", "method": "ωB97M-V with the def2-TZVPD basis set", "elements": ["H", "N", "C", "C", "C", "C", "N", "H", "H", "H", "H", "H", "H", "H", "N", "O", "H", "H", "H"], "xyz": [[0.457927, 2.787158, -0.242227], [-0.070413, 1.980097, -0.562695], [-0.037938, 0.979524, 0.227039], [0.666023, 0.933017, 1.551564], [-1.235245, -0.021878, 0.050828], [-1.342823, -1.145907, 0.773493], [-2.206799, 0.458045, -0.787217], [-0.027116, 0.863182, 2.386909], [1.309182, 0.054341, 1.580975], [1.287345, 1.817678, 1.682864], [-2.088092, -1.888165, 0.537169], [-0.595559, -1.442218, 1.486116], [-2.770209, -0.223663, -1.268900], [-1.913810, 1.285180, -1.293480], [1.609871, -1.150476, -0.745776], [2.102749, -1.680172, -1.978197], [0.840136, -1.751775, -0.440180], [0.949998, -0.309963, -1.092039], [3.064770, -1.544003, -1.866244]], "forces_ev_per_a": [[0.5766, -0.3191, -0.0699], [-0.2090, -0.3786, 0.0807], [-2.8267, 0.8689, 1.0788], [0.6212, -0.2240, -0.2427], [1.1011, 0.5588, 0.3974], [0.5036, -0.1767, -0.4764], [0.1893, 0.0236, -0.3640], [-0.1961, 0.0006, -0.1347], [0.1147, -0.0212, 0.1086], [0.0509, -0.0092, -0.0528], [-0.4409, 0.1112, 0.2268], [0.2625, 0.0223, 0.0512], [-0.0191, 0.1656, -0.0323], [-0.1145, -0.2383, -0.1811], [-2.4744, 2.6252, -1.0053], [0.8955, -0.1155, 0.2788], [0.4810, -0.5594, -0.2130], [2.2436, -2.1001, 0.7779], [-0.7592, -0.2344, -0.2279]], "max_force_ev_per_a": 3.74, "energy_ha": -398.4094, "smiles": "[H]/N=C(\\C)C(=C)N.NO", "total_charge": 0, "relative_energy_kcal_mol": 90.8, "e_homo_ev": -8.402, "orbital_gap_ev": 9.08}

6.
{"formula": "C4H11N3O", "method": "ωB97M-V with the def2-TZVPD basis set", "elements": ["C", "N", "C", "C", "O", "H", "H", "H", "H", "H", "C", "N", "N", "H", "H", "H", "H", "H", "H"], "xyz": [[2.322644, 0.842903, -1.063236], [1.566617, 1.028075, -0.043263], [0.287705, 1.561213, -0.285940], [-0.437312, 1.956266, 0.975860], [-0.131259, 1.876901, -1.397130], [2.003551, 0.690931, -2.107406], [3.408405, 0.709724, -0.928956], [0.240484, 2.026382, 1.830732], [-1.207857, 1.214829, 1.197817], [-0.907302, 2.933061, 0.837031], [-0.391833, -1.781294, 1.090687], [-0.488069, -1.203404, -0.248099], [-1.569440, -1.822887, -0.966851], [-0.262735, -2.866937, 1.051589], [0.479162, -1.353422, 1.596357], [-1.283535, -1.543387, 1.680293], [0.447508, -1.256378, -0.737879], [-2.459895, -1.531350, -0.549993], [-1.616839, -1.481226, -1.931615]], "forces_ev_per_a": [[0.0142, -0.8041, 0.4213], [2.0539, 0.2023, -0.9665], [-1.7283, 0.9969, -1.3881], [-0.0305, 0.0608, 0.2053], [0.6375, -0.6291, 1.3875], [-0.3826, 0.6650, 0.3355], [-0.5005, -0.1338, 0.3220], [-0.0433, -0.1746, -0.2037], [0.0215, 0.0523, -0.0459], [-0.0640, -0.2219, -0.1331], [0.3888, -0.1128, -0.4615], [1.0660, 1.0807, 0.2570], [-0.2428, -0.7394, -0.6717], [-0.1525, -0.1243, 0.1258], [-0.1508, 0.0611, -0.0880], [0.0604, -0.0018, -0.1489], [-1.8980, -0.4815, 0.4653], [0.6004, 0.1706, 0.0614], [0.3505, 0.1337, 0.5263]], "max_force_ev_per_a": 2.43, "energy_ha": -398.4270, "smiles": "C=NC(C)=O.CNN", "total_charge": 0, "relative_energy_kcal_mol": 79.8, "e_homo_ev": -7.903, "orbital_gap_ev": 7.73}

Please write out number 5 again, unchanged.
{"formula": "C4H11N3O", "method": "ωB97M-V with the def2-TZVPD basis set", "elements": ["H", "N", "C", "C", "C", "C", "N", "H", "H", "H", "H", "H", "H", "H", "N", "O", "H", "H", "H"], "xyz": [[0.457927, 2.787158, -0.242227], [-0.070413, 1.980097, -0.562695], [-0.037938, 0.979524, 0.227039], [0.666023, 0.933017, 1.551564], [-1.235245, -0.021878, 0.050828], [-1.342823, -1.145907, 0.773493], [-2.206799, 0.458045, -0.787217], [-0.027116, 0.863182, 2.386909], [1.309182, 0.054341, 1.580975], [1.287345, 1.817678, 1.682864], [-2.088092, -1.888165, 0.537169], [-0.595559, -1.442218, 1.486116], [-2.770209, -0.223663, -1.268900], [-1.913810, 1.285180, -1.293480], [1.609871, -1.150476, -0.745776], [2.102749, -1.680172, -1.978197], [0.840136, -1.751775, -0.440180], [0.949998, -0.309963, -1.092039], [3.064770, -1.544003, -1.866244]], "forces_ev_per_a": [[0.5766, -0.3191, -0.0699], [-0.2090, -0.3786, 0.0807], [-2.8267, 0.8689, 1.0788], [0.6212, -0.2240, -0.2427], [1.1011, 0.5588, 0.3974], [0.5036, -0.1767, -0.4764], [0.1893, 0.0236, -0.3640], [-0.1961, 0.0006, -0.1347], [0.1147, -0.0212, 0.1086], [0.0509, -0.0092, -0.0528], [-0.4409, 0.1112, 0.2268], [0.2625, 0.0223, 0.0512], [-0.0191, 0.1656, -0.0323], [-0.1145, -0.2383, -0.1811], [-2.4744, 2.6252, -1.0053], [0.8955, -0.1155, 0.2788], [0.4810, -0.5594, -0.2130], [2.2436, -2.1001, 0.7779], [-0.7592, -0.2344, -0.2279]], "max_force_ev_per_a": 3.74, "energy_ha": -398.4094, "smiles": "[H]/N=C(\\C)C(=C)N.NO", "total_charge": 0, "relative_energy_kcal_mol": 90.8, "e_homo_ev": -8.402, "orbital_gap_ev": 9.08}